DFT (the ωB97M-V functional and the def2-TZVPD basis) results for a 2-piece molecular cluster, C16H17ClN2O4S overall at a distorted geometry.

The geometry in XYZ format:
```
41
Properties=species:S:1:pos:R:3:forces:R:3:mulliken_charge:R:1
Cl 0.631 0.004 -0.575 2.05 0.37 0.55 -0.08
S -1.864 -0.811 0.835 1.30 -0.20 -1.99 1.12
O -1.779 0.318 1.733 0.12 0.05 0.48 -0.67
O -8.475 -0.019 -0.321 1.33 -2.08 0.21 -0.58
O -1.559 -2.140 1.316 -0.32 -0.37 0.90 -0.65
O -8.392 -2.223 -0.245 1.12 2.22 0.06 -0.58
N 2.992 1.587 -1.551 -0.17 0.05 0.72 0.29
N -7.840 -1.096 -0.217 -2.93 -0.16 -0.40 0.92
C -5.748 0.198 -0.003 -0.39 -0.41 0.04 -0.52
C 3.551 0.470 -2.318 0.62 -0.08 -0.12 -1.06
C -3.633 -0.938 0.384 -0.35 0.11 -0.50 -0.03
C -4.292 -2.178 0.288 -0.11 0.30 -0.01 -0.32
C -5.672 -2.232 0.074 -0.47 0.57 -0.03 -0.39
C 2.798 1.539 -0.246 0.40 0.86 -0.61 -0.67
C 5.599 -0.514 1.243 0.10 0.14 0.23 -0.61
C 3.620 0.791 0.682 0.20 -0.65 0.60 0.83
C -4.371 0.242 0.215 -0.29 -0.27 0.00 -0.28
C -6.419 -1.042 -0.057 2.41 0.05 0.32 -0.04
C 2.555 2.755 -2.324 -0.40 0.32 0.05 -0.82
C 3.130 0.564 1.992 -0.04 0.21 -0.55 -0.37
C -0.941 -0.492 -0.604 -4.19 -0.47 -0.04 -0.72
C 5.072 -0.783 2.513 -0.50 0.35 -0.26 -0.37
C 3.847 -0.210 2.893 0.35 -0.06 0.01 -0.60
C 4.917 0.314 0.363 -0.45 -0.03 -0.14 -0.29
H 3.085 0.444 -3.311 0.00 0.07 0.41 0.40
H -1.211 -1.067 -1.484 -0.01 -0.08 0.33 0.32
H 1.590 3.130 -1.957 0.16 -0.27 -0.03 0.35
H -3.880 1.209 0.279 0.04 -0.24 0.02 0.38
H 4.629 0.606 -2.443 -0.18 -0.09 -0.22 0.35
H 5.397 0.628 -0.565 -0.19 -0.31 0.27 0.40
H -6.210 -3.178 0.026 0.26 0.21 0.02 0.44
H 6.564 -0.934 0.952 -0.27 0.24 0.13 0.38
H 2.014 2.194 0.167 0.60 -0.04 -0.31 0.49
H 3.364 -0.476 -1.805 -0.02 0.24 -0.02 0.39
H 3.283 3.573 -2.226 -0.08 -0.35 0.00 0.33
H 5.624 -1.404 3.216 -0.14 0.09 -0.17 0.39
H 2.464 2.498 -3.383 -0.04 -0.04 0.33 0.27
H -3.757 -3.119 0.399 0.11 0.35 0.06 0.43
H 3.460 -0.357 3.901 0.09 -0.02 -0.31 0.39
H -6.330 1.112 -0.109 0.19 -0.23 0.02 0.42
H 2.188 1.036 2.275 0.11 -0.36 -0.03 0.38
```
Positions in Å, forces in eV/Å.

* DFT total energy: -1888.46978 Eh
* LUMO: -2.053 eV
* total charge: 0
* ΔE to the lowest compared entry with this formula, charge and spin: 798.6 kJ/mol
* HOMO-LUMO gap: 3.69 eV

DFT (the ωB97M-V functional and the def2-TZVPD basis) results for one molecule with the formula C4H3ClS at a distorted geometry.

The geometry in XYZ format:
```
9
Properties=species:S:1:pos:R:3:forces:R:3:mulliken_charge:R:1
Cl 0.716 2.428 -0.797 -0.57 -0.06 -0.15 -0.18
S -1.970 -0.531 2.473 3.70 -1.63 -1.13 -0.15
C -0.152 -0.874 0.488 -0.10 1.87 -0.58 0.12
C -0.474 -1.210 1.827 -4.00 0.51 0.84 -0.46
C -0.074 -0.111 -0.470 1.01 -0.54 -0.64 0.16
C 0.454 0.779 -1.558 0.72 0.58 0.30 -0.34
H 1.525 0.606 -1.766 -0.78 -0.85 -0.08 0.21
H 0.042 -2.028 2.348 -0.04 0.65 -0.08 0.32
H -0.066 0.941 -2.546 0.06 -0.53 1.52 0.31
```
Positions in Å, forces in eV/Å.

* DFT total energy: -1012.46827 Eh
* LUMO: -1.566 eV
* total charge: 0
* SMILES string: S=CC#CCCl
* ΔE to the lowest compared entry with this formula, charge and spin: 91.1 kJ/mol
* HOMO-LUMO gap: 7.44 eV

Question: Which value of DFT total energy does entry 1 give?
Answer: -1888.46978 Eh

Question: Which value of HOMO-LUMO gap does entry 1 give?
Answer: 3.69 eV

Repeat the second record exactly.
DFT (the ωB97M-V functional and the def2-TZVPD basis) results for one molecule with the formula C4H3ClS at a distorted geometry.

The geometry in XYZ format:
```
9
Properties=species:S:1:pos:R:3:forces:R:3:mulliken_charge:R:1
Cl 0.716 2.428 -0.797 -0.57 -0.06 -0.15 -0.18
S -1.970 -0.531 2.473 3.70 -1.63 -1.13 -0.15
C -0.152 -0.874 0.488 -0.10 1.87 -0.58 0.12
C -0.474 -1.210 1.827 -4.00 0.51 0.84 -0.46
C -0.074 -0.111 -0.470 1.01 -0.54 -0.64 0.16
C 0.454 0.779 -1.558 0.72 0.58 0.30 -0.34
H 1.525 0.606 -1.766 -0.78 -0.85 -0.08 0.21
H 0.042 -2.028 2.348 -0.04 0.65 -0.08 0.32
H -0.066 0.941 -2.546 0.06 -0.53 1.52 0.31
```
Positions in Å, forces in eV/Å.

* DFT total energy: -1012.46827 Eh
* LUMO: -1.566 eV
* total charge: 0
* SMILES string: S=CC#CCCl
* ΔE to the lowest compared entry with this formula, charge and spin: 91.1 kJ/mol
* HOMO-LUMO gap: 7.44 eV